*1*
Computed, not measured: 2 unconnected molecules or ions with the total composition C5H14S, with ωB97M-V/def2-TZVPD.

Geometry as XYZ:
```
20
C5H14S | OMol25 | ωB97M-V/def2-TZVPD
C -1.49795 4.06742 -0.46845
C -1.48912 2.52727 -0.32096
S 0.25593 2.00497 0.19676
H -0.56445 4.36612 -0.91824
H -2.42409 4.49532 -0.94058
H -1.50947 4.43309 0.63268
H -1.74539 1.96490 -1.32544
H -2.21433 2.03896 0.44163
H 0.30538 1.56141 1.47865
C 0.84561 -2.22545 1.36498
C 1.10171 -3.09962 0.10294
C 1.06323 -2.30932 -1.12000
H -0.17106 -1.71215 1.10510
H 0.79883 -2.75486 2.45856
H 1.59360 -1.55276 1.45645
H 2.03646 -3.62168 0.32784
H 0.41317 -3.96795 -0.00107
H 1.80607 -2.72014 -1.87200
H 1.34347 -1.20530 -0.98563
H 0.05240 -2.29020 -1.61323
```

Calculated values
**Highest occupied orbital energy**: -9.07 eV
**Gap between HOMO and LUMO**: 10.00 eV
**Structure (SMILES)**: CCC.CCS
**Lowest unoccupied orbital energy**: 0.93 eV
**M**: 106.2 g/mol



*2*
Computed, not measured: 2 unconnected molecules or ions with the total composition C5H14S, with ωB97M-V/def2-TZVPD.

Geometry as XYZ:
```
20
C5H14S | OMol25 | ωB97M-V/def2-TZVPD
C -1.45882 -2.17555 -1.89427
C -1.63804 0.22914 -3.32081
S -1.02630 -1.46563 -3.49646
H -0.54381 -2.27987 -1.32300
H -2.10830 -1.55397 -1.27732
H -1.92625 -3.15444 -1.99352
H -0.96413 0.85354 -2.73540
H -2.65804 0.31449 -2.95433
H -1.58719 0.55865 -4.35291
C 1.13951 0.20096 2.25649
C 0.88398 1.30209 3.27364
C 1.70149 0.70373 0.94552
H 1.77338 -0.58784 2.65791
H 0.21339 -0.34674 2.05166
H 1.74237 1.96915 3.24307
H 0.71388 0.99014 4.30449
H 2.40426 1.53178 1.07480
H 2.29269 -0.05652 0.42115
H 0.00582 1.86913 2.94557
H 1.04011 1.09775 0.17371
```

Calculated values
**Highest occupied orbital energy**: -8.48 eV
**Gap between HOMO and LUMO**: 9.39 eV
**Structure (SMILES)**: CCC.CSC
**Lowest unoccupied orbital energy**: 0.92 eV
**M**: 106.2 g/mol



*3*
Computed, not measured: 2 unconnected molecules or ions with the total composition C5H14S, with ωB97M-V/def2-TZVPD.

Geometry as XYZ:
```
20
C5H14S | OMol25 | ωB97M-V/def2-TZVPD
C 0.96556 -0.54406 1.50613
C 0.65609 0.97192 1.83553
C 2.39742 -0.89583 1.85061
H 0.25780 -1.15894 2.10275
H 0.91462 -0.73670 0.39313
H 0.92904 1.43754 0.85796
H 2.49810 -1.36281 2.87782
H 2.70434 -1.65724 1.20525
H 3.07509 -0.11135 1.70214
H -0.32458 0.84664 1.90370
H 1.13828 1.36706 2.70954
C -0.42469 -0.45423 -2.13703
C -3.03457 0.80595 -1.95996
S -2.17664 -0.83149 -2.40807
H -0.09194 0.04445 -1.31982
H 0.04550 -1.48823 -2.05929
H -0.12872 0.17104 -3.04419
H -2.27834 1.66188 -2.00024
H -3.56298 0.75460 -1.10340
H -3.55936 1.17981 -2.91257
```

Calculated values
**Highest occupied orbital energy**: -8.57 eV
**Gap between HOMO and LUMO**: 9.51 eV
**Structure (SMILES)**: CCC.CSC
**Lowest unoccupied orbital energy**: 0.95 eV
**M**: 106.2 g/mol



Energetically preferred structure: *2* | next structure: +1.131 eV



*1*
Computed, not measured: C2H4N2S3 in the gas phase, with ωB97M-V/def2-TZVPD.

Geometry as XYZ:
```
11
C2H4N2S3 | OMol25 | ωB97M-V/def2-TZVPD
C 0.25695 1.43567 0.58569
C -0.78328 -0.41211 -0.50718
N -0.35056 0.96196 -0.46279
N -0.31299 -1.17926 0.63131
S 0.96393 2.89656 0.55462
S 0.00832 0.44715 1.98946
S 0.86823 -2.33375 0.66793
H -1.91974 -0.34464 -0.56392
H -0.37377 -1.05289 -1.43859
H -0.03851 1.38551 -1.28976
H 1.68144 -1.80419 -0.16676
```

Calculated values
**Highest occupied orbital energy**: -8.49 eV
**Gap between HOMO and LUMO**: 7.44 eV
**Structure (SMILES)**: S=C1NCN(S)S1
**Lowest unoccupied orbital energy**: -1.05 eV
**M**: 152.3 g/mol



*2*
Computed, not measured: C2H4N2S3 in the gas phase, with ωB97M-V/def2-TZVPD.

Geometry as XYZ:
```
11
C2H4N2S3 | OMol25 | ωB97M-V/def2-TZVPD
C 0.25425 0.70988 0.59618
C 0.87705 -0.67785 0.72023
N -1.09353 0.53223 0.15942
N -0.59478 -0.73697 -1.30141
S -2.02335 1.40551 -0.71957
S -1.51208 -0.31952 -2.47259
S 0.75144 -1.50655 -0.91913
H 0.26036 1.17710 1.58847
H 0.85012 1.34123 -0.08269
H 1.92499 -0.64076 1.00738
H 0.30552 -1.28429 1.42372
```

Calculated values
**Highest occupied orbital energy (alpha / beta)**: -8.36 / -7.26 eV
**Gap between HOMO and LUMO (alpha / beta)**: 7.81 / 5.86 eV
**Lowest unoccupied orbital energy (alpha / beta)**: -0.55 / -1.40 eV
**M**: 152.3 g/mol



Energetically preferred structure: *1* | next structure: +1.575 eV



*1*
Computed, not measured: C2H4N2S3 in the gas phase, with ωB97M-V/def2-TZVPD.

Geometry as XYZ:
```
11
C2H4N2S3 | OMol25 | ωB97M-V/def2-TZVPD
C 0.63602 0.31813 0.03625
C -1.87215 0.53223 -0.00306
H 2.84010 -0.91135 -0.06191
H -0.26419 -1.47346 0.19539
H -0.48518 1.95733 -0.04343
H -2.55408 1.38514 -0.05968
N 0.60900 -1.02969 -0.01573
N -0.59169 0.97641 0.00305
S 2.06147 -2.04846 -0.01306
S 2.00792 1.32491 -0.01733
S -2.38720 -1.03119 -0.02050
```

Calculated values
**Highest occupied orbital energy**: -8.86 eV
**Gap between HOMO and LUMO**: 8.22 eV
**Structure (SMILES)**: S=CNC(=S)NS
**Lowest unoccupied orbital energy**: -0.64 eV
**M**: 152.3 g/mol



*2*
Computed, not measured: C2H4N2S3 in the gas phase, with ωB97M-V/def2-TZVPD.

Geometry as XYZ:
```
11
C2H4N2S3 | OMol25 | ωB97M-V/def2-TZVPD
C -0.11311 -0.87112 -1.05854
C 0.12166 0.31420 2.13683
H 0.58576 1.14164 -2.56332
H -0.24282 -1.71893 -0.29807
H -1.67125 0.49334 1.48622
H -0.39152 0.24948 3.15266
N 0.28295 -1.24711 -2.23801
N -0.75500 0.38753 1.12626
S 0.72851 0.07243 -3.35695
S -0.27595 0.80749 -0.40958
S 1.73077 0.37106 2.02251
```

Calculated values
**Highest occupied orbital energy**: -8.77 eV
**Gap between HOMO and LUMO**: 8.90 eV
**Structure (SMILES)**: S=CNS/C=N\S
**Lowest unoccupied orbital energy**: 0.13 eV
**M**: 152.3 g/mol



Energetically preferred structure: *1* | next structure: +1.346 eV



*1*
Computed, not measured: C20H20N2O3 in the gas phase, with ωB97M-V/def2-TZVPD.

Geometry as XYZ:
```
45
C20H20N2O3 | OMol25 | ωB97M-V/def2-TZVPD
C 5.23286 -2.21166 -1.64447
O 4.89340 -0.80781 -1.75108
C 3.59605 -0.45343 -1.55185
C 3.24863 0.91985 -1.66424
C 1.96394 1.33198 -1.35248
C 1.00507 0.41315 -0.88550
C -0.32547 0.93277 -0.39784
C -1.59539 0.23338 -0.86429
C -2.81309 0.91615 -0.75170
C -4.03275 0.31873 -1.04942
C -4.06441 -1.01504 -1.48201
C -5.37148 -1.73547 -1.66697
C -2.84953 -1.62478 -1.81111
C -1.63367 -0.98118 -1.56384
C 1.32116 -0.94493 -0.88983
C 2.58499 -1.39564 -1.24800
H 6.31656 -2.22096 -1.74017
H 4.93265 -2.64197 -0.67883
H 4.77441 -2.79235 -2.45598
H 4.01050 1.63281 -1.97683
H 1.67718 2.38314 -1.45593
H -0.37522 1.92172 -0.84376
H -2.80871 1.95207 -0.43088
H -4.96455 0.88043 -0.93208
H -5.21352 -2.81885 -1.71303
H -6.05565 -1.51603 -0.83888
H -5.88855 -1.43423 -2.58860
H -2.84867 -2.61841 -2.27124
H -0.72122 -1.43162 -1.94044
H 0.58425 -1.68965 -0.58807
H 2.79428 -2.47021 -1.21885
C 1.28733 0.20843 4.24869
N 0.49489 0.96330 3.29578
C 0.45398 0.48672 1.98535
O 1.07324 -0.54386 1.73357
N -0.32823 1.21960 1.06603
C -0.94904 2.42458 1.44042
O -1.51517 3.15363 0.60256
C -0.86752 2.80526 2.81862
C -0.14455 2.09410 3.70257
H 1.16625 0.69397 5.21785
H 0.94400 -0.82521 4.30314
H 2.34331 0.21216 3.96950
H -1.34009 3.73516 3.10346
H 0.00754 2.34019 4.76065
```

Calculated values
**Highest occupied orbital energy**: -8.15 eV
**Gap between HOMO and LUMO**: 8.80 eV
**Structure (SMILES)**: COc1ccc([C@@H](c2ccc(C)cc2)n2c(=O)ccn(C)c2=O)cc1
**Lowest unoccupied orbital energy**: 0.65 eV
**M**: 336.4 g/mol



*2*
Computed, not measured: 2 unconnected molecules or ions with the total composition C20H20N2O3, with ωB97M-V/def2-TZVPD.

Geometry as XYZ:
```
45
C20H20N2O3 | OMol25 | ωB97M-V/def2-TZVPD
C 2.54320 0.88729 -2.14641
N 2.18273 -0.43030 -1.58896
C 3.16908 -0.76750 -0.55157
N 2.28987 -1.40354 -2.69882
C 1.37243 -1.39479 -3.58419
H 2.72225 1.62241 -1.33786
H 3.42480 0.77403 -2.81652
H 1.67228 1.19951 -2.74760
H 4.17461 -0.43879 -0.84565
H 2.88591 -0.22450 0.35910
H 3.22990 -1.83771 -0.35276
H 1.02065 -2.29228 -4.10960
H 0.81665 -0.47360 -3.81154
C -1.43179 -3.07866 5.17286
O -0.24669 -3.29992 4.38403
C -0.20494 -2.75502 3.13643
C -1.25064 -2.00243 2.54255
C -1.02380 -1.34522 1.33908
C 0.23964 -1.36193 0.69555
C 0.45341 -0.64097 -0.60040
C -0.14960 0.62866 -0.69489
C -0.51841 1.22714 -1.99293
O -0.29566 0.80853 -3.14428
C -1.25596 2.46613 -1.70581
C -1.44360 2.56647 -0.32424
C -2.32869 3.49886 0.19130
C -2.94878 4.40759 -0.67806
C -2.65166 4.38734 -2.05782
C -1.80377 3.40608 -2.57460
C -0.63015 1.54196 0.39544
O -0.45015 1.55872 1.61182
C 1.21408 -2.21146 1.25133
C 1.02063 -2.86992 2.45181
H -1.19600 -3.53340 6.13246
H -1.63051 -2.00632 5.28857
H -2.29520 -3.57515 4.71560
H -2.21849 -1.93288 3.04873
H -1.89313 -0.90478 0.85151
H 0.43361 -1.32345 -1.47008
H -2.54073 3.46197 1.25810
H -3.68174 5.12157 -0.29455
H -3.12192 5.11548 -2.72160
H -1.57479 3.34834 -3.63495
H 2.12765 -2.46003 0.72142
H 1.79344 -3.46354 2.93801
```

Calculated values
**Highest occupied orbital energy**: -8.11 eV
**Gap between HOMO and LUMO**: 7.97 eV
**Structure (SMILES)**: COc1ccc(C=C2C(=O)c3ccccc3C2=O)cc1.C=NN(C)C
**Lowest unoccupied orbital energy**: -0.14 eV
**M**: 336.4 g/mol



Energetically preferred structure: *1* | next structure: +5.032 eV